No. 1
Formula: C24H36Br2CaCl4CsMgN7O6P2
Source: the OMol25 dataset
Level of theory: ωB97M-V with the def2-TZVPD basis set

Geometry as ORCA input:
```
! RIJCOSX wB97M-V def2-TZVPD def2/J DEFGRID3
* xyz 2 1
C 3.455 -6.443 3.366
P 3.113 -5.591 1.727
C 4.687 -4.551 1.522
C 1.615 -4.515 1.822
C 0.378 -4.826 2.622
C 0.285 -6.194 3.408
C -1.155 -6.889 3.257
O -0.992 -8.192 2.653
C -0.717 -3.839 2.647
N -1.936 -4.007 3.432
C -0.672 -2.566 1.891
C -1.815 -1.524 1.969
C -1.340 -0.415 3.054
N -0.430 0.445 2.790
C 0.475 -2.271 1.079
C 1.583 -3.270 1.072
C 2.548 -2.584 0.092
O 3.503 -2.931 -0.552
N 2.115 -1.230 -0.161
P 3.256 0.079 -0.107
N 2.571 1.505 0.247
C 0.768 -1.008 0.205
O 0.028 -0.097 -0.027
H 4.564 -6.499 3.506
H 2.946 -7.493 3.445
H 2.940 -5.712 4.204
H 4.391 -3.501 1.798
H 5.061 -4.551 0.473
H 5.465 -4.856 2.269
H 0.585 -6.092 4.476
H 0.955 -6.889 2.827
H -1.828 -6.321 2.566
H -1.656 -6.998 4.252
H -0.763 -7.988 1.728
H -2.601 -4.477 2.807
H -1.755 -4.585 4.255
H -1.949 -1.022 0.977
H -2.764 -1.966 2.380
H -1.825 -0.356 4.115
H -0.297 1.022 3.635
H 4.298 -0.248 0.805
H 3.764 0.230 -1.434
H 3.051 1.853 1.118
C -1.577 3.049 0.380
C -2.218 2.267 -0.752
N -2.532 3.129 -1.897
C -3.531 4.075 -1.936
C -3.505 4.630 -3.184
N -2.497 4.000 -3.871
C -1.913 3.098 -3.077
C -2.111 4.256 -5.260
H -2.224 3.864 0.713
H -1.386 2.397 1.233
H -0.630 3.485 0.059
H -3.149 1.799 -0.420
H -1.549 1.473 -1.088
H -4.141 4.237 -1.057
H -4.084 5.397 -3.671
H -1.091 2.454 -3.347
H -2.222 3.338 -5.835
H -1.074 4.588 -5.288
H -2.750 5.027 -5.685
Br 2.744 -5.610 5.878
Ca -3.501 0.526 3.394
C -3.604 7.078 -7.599
C -3.910 8.123 -8.601
N -4.147 8.932 -9.377
H -2.981 6.305 -8.049
H -3.072 7.519 -6.755
H -4.530 6.626 -7.241
Br 2.803 1.587 2.878
Cl 3.076 -9.230 3.440
Cs 5.225 -10.233 4.170
C 6.768 2.092 -0.625
O 5.866 1.766 0.211
O 6.704 3.418 -0.963
O 7.642 1.407 -1.141
H 5.940 3.600 -0.387
Mg -5.840 3.905 -2.138
C -2.922 8.501 -2.235
Cl -3.802 9.044 -0.806
Cl -4.048 8.145 -3.560
Cl -1.740 9.708 -2.736
H -2.392 7.587 -1.984
*
```

Taken from the Löwdin analysis, the atomic charges in e are: C -0.46; P 1.11; C -0.23; C -0.23; C -0.08; C -0.12; C -0.22; O -0.07; C -0.15; N 0.07; C -0.08; C -0.14; C -0.41; N 0.13; C 0.01; C -0.04; C -0.39; O 0.11; N -0.11; P 0.84; N -0.26; C -0.39; O 0.08; H 0.06; H -0.20; H -0.23; H 0.05; H 0.05; H 0.06; H 0.05; H 0.09; H 0.10; H 0.13; H 0.10; H 0.10; H 0.09; H 0.11; H 0.07; H 0.02; H 0.06; H 0.05; H 0.06; H -0.30; C -0.06; C -0.17; N -0.04; C -0.25; C -0.14; N -0.07; C 0.02; C 0.05; H 0.08; H 0.04; H 0.10; H 0.10; H 0.11; H -0.01; H 0.06; H 0.18; H 0.11; H 0.12; H 0.08; Br 0.43; Ca 1.10; C -0.09; C -0.27; N 0.15; H 0.07; H 0.06; H 0.08; Br 0.21; Cl -0.39; Cs 0.92; C -0.81; O -0.06; O 0.07; O 0.07; H 0.09; Mg 0.53; C -1.56; Cl 0.54; Cl 0.51; Cl 0.56; H 0.00

***

No. 2
Formula: C35H71O44S12
Source: the OMol25 dataset
Level of theory: ωB97M-V with the def2-TZVPD basis set

Geometry as ORCA input:
```
! RIJCOSX wB97M-V def2-TZVPD def2/J DEFGRID3
* xyz -1 1
C 8.526 -2.099 0.095
C 7.634 -2.949 -0.853
C 6.580 -3.724 -0.061
C 5.900 -4.859 -0.839
C 5.229 -4.404 -2.157
C 4.102 -3.365 -1.977
C 2.698 -3.982 -1.846
C 2.514 -4.764 -0.525
C 1.055 -4.785 -0.005
C 0.733 -3.677 1.006
C 0.709 -2.249 0.420
C -0.456 -2.040 -0.571
C -0.279 -0.900 -1.607
S 0.405 0.589 -0.884
H 7.999 -1.839 1.015
H 9.471 -2.597 0.326
H 8.758 -1.154 -0.404
H 7.168 -2.233 -1.534
H 8.303 -3.629 -1.390
H 5.818 -3.013 0.275
H 7.039 -4.157 0.836
H 5.107 -5.293 -0.223
H 6.659 -5.619 -1.060
H 4.886 -5.267 -2.733
H 6.026 -3.904 -2.723
H 4.256 -2.711 -1.115
H 4.089 -2.741 -2.879
H 2.412 -4.568 -2.724
H 1.999 -3.138 -1.792
H 3.128 -4.257 0.229
H 2.826 -5.803 -0.666
H 0.320 -4.842 -0.811
H 0.938 -5.735 0.539
H -0.227 -3.921 1.478
H 1.491 -3.687 1.805
H 1.693 -2.035 -0.011
H 0.529 -1.570 1.260
H -1.360 -1.872 0.034
H -0.637 -2.939 -1.173
H 0.456 -1.294 -2.330
H 1.623 0.335 -0.277
C -2.589 3.577 1.684
C -1.579 2.458 1.795
O -1.954 1.776 3.014
S -3.533 1.857 3.198
O -4.126 0.653 2.744
O -3.796 2.354 4.513
O -3.830 3.009 2.139
H -2.336 4.411 2.345
H -2.694 3.942 0.666
H -0.556 2.816 1.857
H -1.660 1.754 0.964
C 6.510 1.540 3.727
C 8.017 1.370 3.724
O 8.317 0.889 2.406
S 7.276 1.518 1.359
O 7.883 2.645 0.743
O 6.699 0.462 0.609
O 6.205 2.042 2.416
H 6.004 0.597 3.851
H 6.170 2.239 4.486
H 8.360 0.663 4.474
H 8.530 2.325 3.864
C 1.746 -10.355 -2.295
C 2.158 -9.675 -1.004
O 2.184 -8.284 -1.323
S 1.050 -7.963 -2.423
O -0.102 -7.478 -1.758
O 1.655 -7.279 -3.501
O 0.768 -9.487 -2.869
H 2.587 -10.433 -2.989
H 1.320 -11.341 -2.129
H 3.135 -9.999 -0.653
H 1.418 -9.834 -0.216
C -2.603 -5.216 -6.062
C -1.643 -4.501 -6.984
O -0.371 -4.624 -6.339
S -0.301 -6.018 -5.545
O 0.371 -6.973 -6.354
O 0.088 -5.755 -4.212
O -1.872 -6.353 -5.577
H -2.869 -4.592 -5.206
H -3.507 -5.535 -6.571
H -1.898 -3.454 -7.125
H -1.584 -4.995 -7.957
C 4.149 1.471 -3.623
C 4.599 2.195 -2.377
O 4.632 3.589 -2.761
S 3.473 3.857 -3.829
O 2.345 4.390 -3.152
O 4.024 4.515 -4.967
O 3.170 2.340 -4.196
H 4.969 1.348 -4.335
H 3.709 0.502 -3.404
H 5.575 1.858 -2.037
H 3.874 2.083 -1.570
C 1.973 6.395 -7.133
C 1.217 6.724 -5.867
O 0.441 7.888 -6.205
S 0.022 7.821 -7.746
O -1.298 7.311 -7.850
O 0.397 9.043 -8.365
O 1.040 6.670 -8.192
H 2.840 7.046 -7.261
H 2.293 5.358 -7.168
H 1.875 6.933 -5.030
H 0.527 5.923 -5.595
C -6.238 -8.800 -5.141
C -7.153 -9.215 -6.273
O -6.917 -8.241 -7.298
S -5.386 -7.765 -7.239
O -4.642 -8.494 -8.200
O -5.366 -6.347 -7.176
O -5.044 -8.349 -5.790
H -6.656 -7.965 -4.574
H -6.011 -9.619 -4.464
H -8.201 -9.216 -5.988
H -6.881 -10.197 -6.667
C -3.840 4.763 6.612
C -5.126 5.494 6.916
O -4.754 6.486 7.889
S -3.251 6.971 7.606
O -3.303 8.180 6.859
O -2.512 6.865 8.811
O -2.830 5.791 6.620
H -3.599 4.040 7.393
H -3.867 4.259 5.651
H -5.895 4.841 7.315
H -5.509 6.010 6.032
C -5.998 10.154 6.337
C -6.722 10.429 7.636
O -7.540 11.573 7.352
S -8.010 11.530 5.820
O -9.315 10.976 5.752
O -7.697 12.777 5.224
O -6.970 10.422 5.314
H -5.158 10.835 6.199
H -5.647 9.129 6.267
H -6.043 10.638 8.457
H -7.378 9.600 7.910
C 1.811 0.136 6.980
C 2.090 1.613 7.160
O 3.236 1.860 6.333
S 3.183 0.899 5.048
O 2.641 1.613 3.955
O 4.433 0.227 4.951
O 2.076 -0.116 5.596
H 2.491 -0.475 7.577
H 0.784 -0.127 7.218
H 2.305 1.877 8.192
H 1.264 2.225 6.792
C -9.051 3.668 2.563
C -8.886 5.098 2.094
O -7.557 5.151 1.571
S -7.174 3.728 0.920
O -7.395 3.790 -0.479
O -5.936 3.305 1.473
O -8.374 2.883 1.580
H -8.565 3.505 3.528
H -10.094 3.368 2.628
H -9.005 5.821 2.897
H -9.583 5.336 1.286
*
```

Atom charges from the Löwdin analysis, given in e for atoms 1 to 99: C -0.12; C -0.25; C -0.23; C -0.21; C -0.20; C -0.20; C -0.19; C -0.19; C -0.22; C -0.22; C -0.27; C -0.38; C -0.66; S 0.47; H 0.05; H 0.06; H 0.06; H 0.10; H 0.11; H 0.10; H 0.11; H 0.09; H 0.10; H 0.11; H 0.09; H 0.10; H 0.10; H 0.11; H 0.09; H 0.10; H 0.09; H 0.10; H 0.10; H 0.10; H 0.10; H 0.08; H 0.09; H 0.08; H 0.07; H -0.04; H -0.22; C -0.14; C -0.15; O -0.19; S 0.60; O -0.20; O -0.26; O -0.26; H 0.13; H 0.14; H 0.14; H 0.10; C -0.17; C -0.15; O -0.19; S 0.59; O -0.22; O -0.22; O -0.17; H 0.09; H 0.14; H 0.13; H 0.13; C -0.17; C -0.17; O -0.20; S 0.61; O -0.20; O -0.23; O -0.18; H 0.13; H 0.13; H 0.13; H 0.13; C -0.16; C -0.16; O -0.18; S 0.61; O -0.22; O -0.23; O -0.19; H 0.14; H 0.09; H 0.14; H 0.13; C -0.15; C -0.14; O -0.19; S 0.58; O -0.22; O -0.24; O -0.18; H 0.13; H 0.14; H 0.13; H 0.13; C -0.16; C -0.16; O -0.19

***

No. 3
Formula: C17H23BrN2O4S
Source: the OMol25 dataset
Level of theory: ωB97M-V with the def2-TZVPD basis set

Geometry as ORCA input:
```
! RIJCOSX wB97M-V def2-TZVPD def2/J DEFGRID3
* xyz 0 1
O 4.157 -3.118 2.126
C 3.232 -2.537 1.592
N 1.960 -2.634 2.020
H 1.212 -2.105 1.592
C 1.653 -3.280 3.272
H 0.963 -4.116 3.112
H 2.601 -3.661 3.659
C 1.027 -2.307 4.276
H 1.104 -2.749 5.286
O 1.727 -1.077 4.253
C 0.897 -0.143 4.907
C -0.551 -0.495 4.519
H -0.903 0.172 3.735
H -1.216 -0.416 5.377
C -0.442 -1.937 3.997
H -1.123 -2.620 4.500
H -0.642 -1.968 2.927
H 1.037 -0.225 5.995
H 1.197 0.854 4.582
C 3.498 -1.632 0.384
C 3.736 -0.204 0.906
C 2.437 0.523 1.228
N 1.498 0.493 0.102
S -0.073 0.171 0.547
O -0.394 1.011 1.660
O -0.322 -1.244 0.702
C -0.979 0.755 -0.884
C -0.865 2.090 -1.225
C -1.576 2.580 -2.306
C -2.393 1.715 -3.020
C -2.515 0.377 -2.676
C -1.798 -0.103 -1.593
H -1.866 -1.135 -1.287
H -3.161 -0.275 -3.244
Br -3.368 2.380 -4.503
H -1.503 3.618 -2.592
H -0.225 2.727 -0.637
C 1.936 -0.252 -1.060
C 2.427 -1.661 -0.722
H 2.837 -2.110 -1.629
H 1.572 -2.264 -0.419
H 1.084 -0.303 -1.743
H 2.726 0.325 -1.550
H 1.966 0.073 2.106
H 2.641 1.574 1.461
H 4.339 -0.254 1.813
H 4.297 0.364 0.162
H 4.452 -1.987 -0.020
*
```

SMILES string = O=C(NC[C@@H]1CCCO1)C1CCN(S(=O)(=O)c2ccc(Br)cc2)CC1
energy above the lowest of the compared OMol25 structures with the same formula, charge and spin = 9.45 kcal per mole

Taken from the natural (NBO) analysis, the atomic charges in e are: O -0.64; C 0.69; N -0.64; H 0.42; C -0.24; H 0.20; H 0.24; C 0.10; H 0.17; O -0.54; C -0.07; C -0.45; H 0.24; H 0.21; C -0.44; H 0.21; H 0.22; H 0.16; H 0.19; C -0.30; C -0.41; C -0.25; N -0.68; S 2.31; O -0.94; O -0.97; C -0.26; C -0.19; C -0.23; C -0.06; C -0.24; C -0.19; H 0.25; H 0.24; Br 0.08; H 0.24; H 0.24; C -0.23; C -0.43; H 0.22; H 0.23; H 0.22; H 0.21; H 0.23; H 0.21; H 0.25; H 0.21; H 0.24

***

No. 4
Formula: C49H56AuIN9O5
Source: the OMol25 dataset
Level of theory: ωB97M-V with the def2-TZVPD basis set

Geometry as ORCA input:
```
! RIJCOSX wB97M-V def2-TZVPD def2/J DEFGRID3
* xyz 1 1
Au 0.082 -0.095 0.026
C -5.237 0.613 -2.550
O -5.290 1.716 -3.452
C -4.830 2.921 -3.013
C -5.672 4.022 -3.144
C -5.254 5.277 -2.741
C -3.983 5.455 -2.206
C -3.129 4.374 -2.104
C -3.543 3.107 -2.506
N -2.644 2.009 -2.483
C -2.049 1.499 -1.381
N -2.480 1.992 -0.204
C -2.048 1.683 1.088
C -1.017 0.824 1.415
C -0.717 0.608 2.765
C -1.442 1.237 3.756
C -2.488 2.100 3.438
C -2.786 2.323 2.112
O -3.784 3.136 1.656
C -4.509 3.897 2.611
N -1.179 0.521 -1.469
C -0.804 0.130 -2.792
C -1.292 -1.051 -3.325
C -0.896 -1.470 -4.584
C 0.001 -0.695 -5.303
C 0.491 0.495 -4.784
C 0.090 0.919 -3.523
O 0.486 2.079 -2.935
C 1.687 2.664 -3.415
H -6.088 -0.019 -2.794
H -5.324 0.955 -1.516
H -4.317 0.039 -2.671
H -6.657 3.860 -3.557
H -5.922 6.119 -2.843
H -3.651 6.436 -1.899
H -2.117 4.501 -1.740
H -2.418 1.565 -3.362
H -3.212 2.689 -0.246
H 0.092 -0.053 3.023
H -1.196 1.059 4.794
H -3.055 2.582 4.219
H -5.077 3.244 3.276
H -5.192 4.520 2.039
H -3.836 4.528 3.194
H -1.947 -1.659 -2.715
H -1.262 -2.403 -4.987
H 0.331 -1.018 -6.280
H 1.194 1.079 -5.359
H 1.579 3.032 -4.437
H 2.500 1.937 -3.352
H 1.889 3.510 -2.762
C 1.239 3.431 2.428
N 1.721 2.424 1.507
C 1.563 2.731 0.102
C 2.216 1.229 1.920
N 1.910 0.127 1.270
C 2.915 -0.850 1.066
C 4.165 -0.392 0.719
C 5.227 -1.271 0.461
C 5.018 -2.613 0.532
C 3.737 -3.131 0.844
C 3.555 -4.536 0.857
C 2.326 -5.069 1.101
C 1.233 -4.223 1.343
C 1.365 -2.851 1.371
N 0.228 -2.042 1.494
C -0.802 -2.462 2.196
N -0.697 -3.066 3.416
C -1.632 -4.095 3.839
C 0.521 -2.997 4.194
N -2.075 -2.237 1.773
C -2.429 -2.273 0.369
C -3.130 -1.829 2.675
C 2.649 -2.257 1.119
N 2.970 1.255 3.056
C 3.941 2.311 3.292
C 3.174 0.070 3.863
H 0.186 3.639 2.214
H 1.804 4.363 2.334
H 1.317 3.071 3.451
H 2.109 3.653 -0.127
H 0.511 2.887 -0.155
H 1.956 1.923 -0.509
H 4.318 0.674 0.614
H 6.196 -0.876 0.191
H 5.819 -3.311 0.325
H 4.405 -5.169 0.643
H 2.177 -6.140 1.085
H 0.248 -4.659 1.455
H -2.324 -4.326 3.032
H -2.202 -3.790 4.719
H -1.075 -5.003 4.085
H 1.046 -2.075 3.959
H 1.190 -3.838 3.987
H 0.260 -2.998 5.252
H -1.562 -2.540 -0.229
H -2.805 -1.299 0.042
H -3.218 -3.015 0.213
H -2.730 -1.680 3.675
H -3.937 -2.566 2.716
H -3.545 -0.877 2.328
H 3.866 3.075 2.524
H 4.950 1.889 3.264
H 3.787 2.773 4.269
H 2.349 -0.619 3.713
H 3.210 0.365 4.913
H 4.103 -0.446 3.603
I 5.740 -4.582 -5.515
C 4.379 -3.559 -4.312
C 3.335 -4.254 -3.715
C 2.432 -3.568 -2.920
C 2.572 -2.201 -2.718
C 3.628 -1.521 -3.311
C 4.532 -2.193 -4.115
C 1.608 -1.488 -1.835
O 0.619 -2.095 -1.375
O 1.821 -0.273 -1.543
H 3.232 -5.319 -3.868
H 1.614 -4.086 -2.439
H 3.741 -0.461 -3.127
H 5.353 -1.665 -4.578
*
```

Atom charges from the Löwdin analysis, given in e for atoms 1 to 99: Au 1.36; C -0.05; O -0.07; C -0.23; C 0.01; C -0.06; C -0.07; C -0.02; C -0.18; N 0.16; C -0.35; N 0.18; C -0.17; C -0.18; C -0.12; C -0.07; C -0.02; C -0.22; O -0.10; C -0.05; N 0.03; C -0.25; C -0.03; C -0.06; C -0.06; C 0.00; C -0.25; O -0.09; C -0.06; H 0.10; H 0.10; H 0.07; H 0.13; H 0.11; H 0.11; H 0.12; H 0.16; H 0.13; H 0.08; H 0.11; H 0.11; H 0.10; H 0.10; H 0.10; H 0.12; H 0.11; H 0.11; H 0.11; H 0.09; H 0.10; H 0.09; C -0.04; N -0.14; C -0.05; C -0.40; N 0.04; C -0.23; C -0.03; C -0.06; C -0.03; C -0.15; C -0.04; C -0.07; C -0.03; C -0.23; N 0.07; C -0.41; N -0.14; C -0.05; C -0.03; N -0.14; C -0.05; C -0.05; C -0.04; N -0.13; C -0.04; C -0.03; H 0.09; H 0.09; H 0.09; H 0.10; H 0.08; H 0.07; H 0.12; H 0.11; H 0.12; H 0.11; H 0.11; H 0.12; H 0.09; H 0.09; H 0.10; H 0.06; H 0.10; H 0.10; H 0.07; H 0.07; H 0.10; H 0.09

***

| no. | LUMO (Eh) |
| --- | --- |
| 1 | -0.3029 |
| 2 | 0.0427 |
| 3 | 0.0043 |
| 4 | -0.1038 |